[1]
Here is a 2-piece molecular cluster, C4H7N4 overall from OMol25. Energies are from ωB97M-V with the def2-TZVPD basis set.

Values from the calculation:
Total charge: +1
LUMO (eV): -7.16
Gap between HOMO and LUMO (eV): 7.7123

XYZ file:
```
15
Properties=species:S:1:pos:R:3:forces:R:3
C -0.607703 0.379298 -0.627234 -1.701 -2.173 -2.720
C -0.091943 0.603743 -2.041990 -1.093 -1.844 -0.812
C 0.375488 -0.565207 -0.094916 -0.151 1.253 -0.173
C 0.590145 -1.038788 1.236157 -5.272 0.592 -0.699
N -1.270751 -4.158982 0.244921 0.416 1.537 0.290
N 1.123347 -0.190507 -2.145976 -1.257 2.823 -2.370
N 1.301267 -0.762003 -1.106980 2.658 -3.908 3.626
N -1.031049 -3.100812 0.428984 -1.236 -2.721 -0.839
H -0.566215 1.221355 -0.054478 0.036 2.523 1.862
H -1.706742 0.140534 -0.770331 1.101 -0.193 0.842
H -0.672071 -0.002128 -2.802471 0.024 0.589 0.581
H -0.140800 1.583956 -2.436529 0.589 1.102 -0.329
H 0.167586 -0.287942 1.900707 0.687 0.586 0.446
H 1.509081 -1.441129 1.395153 2.385 -1.317 0.828
H -0.408288 -1.717728 1.458530 2.814 1.150 -0.533
```
Positions in Å, forces in eV/Å.

[2]
Here is a 2-piece molecular cluster, C4H7N4OS overall from OMol25. Energies are from ωB97M-V with the def2-TZVPD basis set.

Values from the calculation:
Total charge: -1
LUMO (alpha / beta) (eV): 2.94 / 2.94
Gap between HOMO and LUMO (alpha / beta) (eV): 8.0381 / 8.0403

XYZ file:
```
17
Properties=species:S:1:pos:R:3:forces:R:3
C 1.469651 0.089299 2.116257 0.772 1.464 -0.554
C -2.008534 -0.065037 -0.894299 -0.184 0.035 1.810
C 0.460263 0.009950 -1.339364 0.747 1.470 -2.102
C -0.791836 -0.738715 -1.366536 0.354 -2.315 -0.220
N 1.832825 2.075094 2.839318 -0.044 -0.482 -0.509
N 1.966109 0.792262 3.116756 0.464 -1.331 2.657
N 1.132387 0.936395 1.151815 -0.828 0.632 0.188
N 1.324979 2.166875 1.647264 -0.116 0.096 -0.901
O -1.996750 -3.092928 -1.493339 1.258 0.264 -0.099
S -0.635056 -2.419949 -1.634046 -2.196 2.145 0.310
H -1.907341 0.976886 -1.124251 -0.093 0.673 -0.387
H -3.015574 -0.418202 -1.195997 0.882 -0.268 0.412
H -1.815701 -0.039550 0.250960 -0.851 -0.263 -1.487
H 0.483260 1.090624 -1.788429 -0.643 -1.886 0.724
H 1.160438 -0.550973 -1.926912 0.825 -0.315 -0.367
H 0.887058 0.167473 -0.344285 -0.392 0.136 0.227
H 1.453823 -0.979502 1.985089 0.046 -0.056 0.297
```
Positions in Å, forces in eV/Å.

[3]
Here is a 4-piece molecular cluster, C4H7N5 overall from OMol25. Energies are from ωB97M-V with the def2-TZVPD basis set.

Values from the calculation:
LUMO (eV): -0.27
Gap between HOMO and LUMO (eV): 9.0608

XYZ file:
```
16
Properties=species:S:1:pos:R:3:forces:R:3
C 1.955293 1.270034 0.238328 0.785 1.049 0.631
C 1.370266 -1.102524 1.028534 -3.642 -2.261 -0.306
C -1.353715 0.531499 0.524146 0.382 0.215 -1.015
C -1.532198 0.122629 -1.539534 1.407 -0.181 -0.699
H 1.385009 1.925130 -1.148380 2.086 -2.046 3.966
H 1.641264 2.259264 1.358409 1.886 -2.386 -3.625
H 3.214591 0.473346 0.160143 -3.514 3.462 0.229
H 2.263285 -1.168542 1.782635 -1.699 -0.222 -1.773
H -0.406297 -2.086037 0.131539 2.979 1.157 1.918
H -1.275327 0.848069 1.619429 -1.010 -0.687 -1.840
H -1.796702 -0.279551 -2.516612 -0.695 0.729 0.302
N 1.057915 0.219159 0.654746 -0.657 0.643 -1.738
N 0.488686 -2.079914 0.803631 1.887 1.067 0.025
N -0.139656 0.322155 -0.074881 -0.438 1.012 4.614
N -2.310187 0.408671 -0.472331 2.050 -0.097 1.939
N -0.191573 0.144000 -1.324881 -1.809 -1.454 -2.626
```
Positions in Å, forces in eV/Å.

[4]
Here is C4H7N5 as an isolated structure from OMol25. Energies are from ωB97M-V with the def2-TZVPD basis set.

Values from the calculation:
LUMO (eV): 0.75
Gap between HOMO and LUMO (eV): 8.8692

XYZ file:
```
16
Properties=species:S:1:pos:R:3:forces:R:3
C -0.373323 1.255277 -1.078847 -0.676 -2.126 0.409
C 0.784632 1.177674 -0.284191 -0.297 5.428 -1.475
C 2.005591 -0.755347 0.840645 -2.355 4.052 -1.707
C -0.334682 -0.640782 0.307277 -4.447 -3.614 0.709
H -3.046946 -0.419455 -1.509257 2.038 1.117 3.244
H -2.707001 0.957057 -0.463868 0.597 -2.246 -0.149
H -1.150879 1.895030 -1.754672 2.937 -1.055 2.004
H 1.572841 2.210482 0.125545 -2.606 -3.928 -1.727
H 1.676835 -1.697369 1.282738 0.812 -0.164 -0.127
H 3.846393 -0.700463 0.752905 -1.606 2.555 0.240
H -1.847944 -1.448886 1.113469 1.140 -0.697 -0.325
N -2.469625 -0.098820 -0.553061 -1.024 0.824 -4.070
N -0.997778 -0.203868 -0.937966 -0.991 2.867 2.767
N 0.860266 -0.058343 0.295450 1.378 -1.559 1.852
N 2.988383 0.017855 0.632208 4.397 -4.632 0.853
N -0.806765 -1.490043 1.231626 0.702 3.176 -2.499
```
Positions in Å, forces in eV/Å.

[5]
Here is a 2-piece molecular cluster, C4H7N6O5 overall from OMol25. Energies are from ωB97M-V with the def2-TZVPD basis set.

Values from the calculation:
Total charge: +1
LUMO (alpha / beta) (eV): -6.12 / -5.44
Gap between HOMO and LUMO (alpha / beta) (eV): 7.1939 / 7.2959

XYZ file:
```
22
Properties=species:S:1:pos:R:3:forces:R:3
C -0.739084 1.906406 0.142005 1.062 1.707 -1.712
C 0.993163 0.418848 -0.553022 0.789 -1.389 -0.230
C -1.238639 0.862206 0.988560 -0.510 0.253 0.781
C 0.804829 -0.417362 0.570188 -3.408 2.169 1.859
N -0.287862 -0.041409 1.469621 2.542 -1.441 -1.781
N 0.281264 1.660919 -0.647038 -0.495 -0.790 0.451
N 1.708669 -1.267463 1.028484 1.147 -2.804 1.278
N 1.816662 0.197662 -1.599046 -2.531 3.612 1.827
N -2.379387 0.210706 0.164713 0.397 0.656 0.558
N -0.221024 -1.974174 -0.732180 0.815 2.225 1.477
O 0.729209 2.404692 -1.531465 0.256 1.169 -0.726
O -3.514494 0.363592 0.499017 -0.198 -0.246 0.052
O 0.206291 -1.948807 -1.810816 -0.353 -1.750 -1.512
O -1.931075 -0.308436 -0.824675 -0.656 -0.678 -1.081
O -0.726141 -2.591197 0.124575 -0.686 -1.648 -0.536
H -1.253602 2.869627 -0.050258 0.377 -0.841 0.354
H -1.652563 1.328722 1.829052 -1.352 0.493 1.194
H -0.672970 -0.736416 2.120390 0.708 0.190 -0.478
H 2.033668 -1.973362 0.332323 0.118 0.838 1.187
H 1.605120 -1.649997 2.025213 0.092 0.757 -2.236
H 2.487595 -0.495863 -1.580133 1.655 -1.444 -0.068
H 1.950362 1.181103 -1.965515 0.230 -1.041 -0.656
```
Positions in Å, forces in eV/Å.

[6]
Here is one molecule with the formula C4H7NO from OMol25. Energies are from ωB97M-V with the def2-TZVPD basis set.

Values from the calculation:
LUMO (eV): 0.82
Gap between HOMO and LUMO (eV): 9.4822

XYZ file:
```
13
Properties=species:S:1:pos:R:3:forces:R:3
C -1.966435 -0.432890 0.095392 -0.155 -0.283 0.082
N -1.637710 0.961012 0.271021 0.115 0.122 0.158
C -1.052790 0.248091 -0.873718 0.134 -0.018 -0.376
C 0.381114 -0.139074 -0.938033 -0.226 0.221 0.502
C 2.316929 -0.097107 0.353744 0.282 -0.052 0.059
O 0.897385 0.062714 0.253590 -0.154 -0.001 -0.470
H -1.536800 -1.173289 0.767940 0.014 0.139 -0.106
H -2.987720 -0.631478 -0.221413 0.190 -0.009 0.032
H -0.911810 1.049300 0.980547 -0.136 0.021 -0.063
H -1.468452 0.520909 -1.840197 0.035 -0.070 0.155
H 2.700124 -0.431712 -0.611819 -0.023 0.020 0.159
H 2.538976 -0.816708 1.144452 -0.084 0.071 -0.101
H 2.727184 0.880230 0.618500 0.009 -0.161 -0.032
```
Positions in Å, forces in eV/Å.

[7]
Here is a 2-piece molecular cluster, C4H7NO overall from OMol25. Energies are from ωB97M-V with the def2-TZVPD basis set.

Values from the calculation:
LUMO (alpha / beta) (eV): 0.14 / 0.04
Gap between HOMO and LUMO (alpha / beta) (eV): 8.1025 / 7.8907

XYZ file:
```
13
Properties=species:S:1:pos:R:3:forces:R:3
C -0.036193 -1.759803 0.891926 -0.130 -0.174 0.212
O 0.327954 -0.452222 0.901189 0.001 0.249 -0.124
C -0.314870 0.514937 0.380318 0.003 -0.015 -0.019
C 0.337523 1.842424 0.252309 0.046 -0.013 0.015
C 0.169012 -0.936710 -1.922014 -0.023 0.583 -0.856
N 0.156833 -0.319129 -2.899832 0.007 -0.594 0.920
H 0.572838 -2.325556 1.585794 -0.076 0.079 -0.092
H 0.195630 -1.581239 -1.004629 -0.002 0.039 -0.079
H -1.115087 -1.920755 0.892044 0.142 0.005 -0.039
H -1.344244 0.334288 0.069200 0.138 0.007 0.026
H -0.230564 2.618619 0.778812 0.066 -0.122 -0.068
H 1.352590 1.804699 0.654691 -0.143 -0.005 -0.041
H 0.390604 2.128525 -0.805516 -0.029 -0.040 0.145
```
Positions in Å, forces in eV/Å.

[8]
Here is one molecule with the formula C4H7NO from OMol25. Energies are from ωB97M-V with the def2-TZVPD basis set.

Values from the calculation:
LUMO (eV): 0.31
Gap between HOMO and LUMO (eV): 8.0800

XYZ file:
```
13
Properties=species:S:1:pos:R:3:forces:R:3
C 0.343440 -0.112020 1.843567 0.035 0.018 0.110
C 0.628457 -0.077422 0.370701 -0.039 -0.084 0.074
C -0.606338 0.973845 -1.537027 0.013 0.115 -0.157
O -0.785935 0.200208 -0.323604 -0.034 -0.144 -0.006
C 1.042385 -1.276907 -0.261945 0.259 -0.707 -0.435
N 1.374786 -2.209511 -0.883450 -0.295 0.801 0.535
H 0.032355 0.873286 2.206244 0.061 -0.155 -0.055
H -0.398412 -0.857747 2.175806 0.088 0.059 -0.090
H 1.289902 -0.351792 2.341227 -0.130 0.023 -0.066
H -1.589707 1.120203 -1.989082 0.129 -0.023 0.061
H 0.076815 0.444395 -2.203624 -0.104 0.079 0.065
H -0.165598 1.911198 -1.207944 -0.065 -0.102 -0.099
H -1.242150 -0.637735 -0.530867 0.082 0.120 0.064
```
Positions in Å, forces in eV/Å.

[9]
Here is a 2-piece molecular cluster, C4H7NO overall from OMol25. Energies are from ωB97M-V with the def2-TZVPD basis set.

Values from the calculation:
LUMO (eV): 0.76
SMILES: C=C=N.C=CO
Gap between HOMO and LUMO (eV): 9.6904

XYZ file:
```
13
Properties=species:S:1:pos:R:3:forces:R:3
C -1.959992 -0.457697 0.543110 -0.093 0.155 0.068
C -1.458123 0.741319 0.404236 0.158 0.227 -0.042
N -0.931970 1.841620 0.259214 -0.354 -0.623 0.081
H -1.715379 -1.036259 1.425575 -0.131 0.106 -0.039
H -2.527168 -0.911032 -0.260346 -0.052 0.126 0.139
H -0.020279 1.697081 -0.194832 -0.132 0.215 0.009
C 0.667808 -0.971947 -0.806975 0.278 0.054 0.022
C 1.451536 0.016422 -0.393371 -0.058 -0.294 -0.398
O 1.902325 0.065016 0.897582 0.058 0.137 0.090
H 0.368843 -1.754400 -0.118500 0.056 0.092 -0.116
H 0.284421 -1.002324 -1.819841 0.218 0.011 0.082
H 1.794670 0.804003 -1.066803 -0.020 -0.075 0.155
H 2.143313 0.968198 1.130956 0.071 -0.131 -0.053
```
Positions in Å, forces in eV/Å.

[10]
Here is a 2-piece molecular cluster, C4H7NO overall from OMol25. Energies are from ωB97M-V with the def2-TZVPD basis set.

Values from the calculation:
LUMO (alpha / beta) (eV): -0.57 / -0.57
Gap between HOMO and LUMO (alpha / beta) (eV): 8.4301 / 8.4405

XYZ file:
```
13
Properties=species:S:1:pos:R:3:forces:R:3
O -0.509516 -0.996947 1.493065 0.161 -0.079 0.326
C -0.083829 -1.271258 0.185538 0.177 0.417 -0.389
C -0.837241 -0.464039 -0.784629 0.208 0.767 0.256
C -0.017797 1.785085 -0.080406 -0.277 -0.796 -0.362
C 1.306319 1.335656 -0.283193 0.808 -0.745 -0.232
N 2.293528 0.742851 -0.449523 -0.456 0.664 0.237
H -0.017409 -1.558936 2.101441 -0.018 0.132 -0.014
H -0.103145 -2.360814 -0.029252 -0.247 0.439 -0.210
H 0.959911 -0.943727 -0.042405 0.044 -0.338 0.485
H -1.843915 -0.127283 -0.622761 -0.221 -0.166 0.287
H -0.630688 -0.839088 -1.803593 0.139 1.111 0.286
H -0.221355 2.001782 0.982431 -0.206 -0.639 -0.511
H -0.303579 2.656971 -0.686307 -0.113 -0.767 -0.158
```
Positions in Å, forces in eV/Å.

Energy relative to the best compared isomer or geometry (same formula, charge and spin) list, top to bottom, in kcal/mol: 88.9; 1.0; 239.4; 168.0; 74.2; 103.6; 110.3; 103.5; 72.9; 103.3